[1]
{
  "formula": "CH4NOPS",
  "method": "the ωB97M-V functional and the def2-TZVPD basis",
  "lumo_energy_ha": -0.076,
  "charge": 0,
  "homo_ha": -0.3373,
  "multiplicity": 1,
  "species": ["C", "N", "O", "P", "S", "H", "H", "H", "H"],
  "positions_angstrom": [[0.885331, -0.481212, -0.038912], [0.362688, -0.972909, -1.001198], [1.390633, -0.045105, 0.942605], [-0.758483, -1.835879, -2.813253], [-0.441780, 1.661469, 3.681934], [-0.580099, 2.929941, 3.149956], [-1.325880, -0.630716, -3.008837], [0.346109, -1.561367, -3.661236], [0.121481, 0.935779, 2.748942]],
  "forces_ev_per_angstrom": [[-0.917, -0.930, -1.093], [-0.937, -0.642, -1.776], [-0.095, 0.043, -0.323], [2.662, -0.049, 3.388], [-0.849, 1.088, 1.322], [0.436, -1.268, -0.217], [-0.635, 1.510, -0.302], [-0.116, 0.077, 0.139], [0.452, 0.172, -1.138]],
  "lowdin_charge": [-0.53, -0.06, 0.04, 0.90, 0.47, -0.19, -0.19, -0.14, -0.29]
}



[2]
{
  "formula": "CH4NS",
  "method": "the ωB97M-V functional and the def2-TZVPD basis",
  "lumo_energy_ha": 0.151,
  "charge": -1,
  "homo_ha": -0.0961,
  "multiplicity": 1,
  "species": ["S", "H", "C", "N", "H", "H", "H"],
  "positions_angstrom": [[-2.358576, -0.224385, 1.115561], [-3.163220, -0.869755, 0.176726], [0.892064, 0.024682, 0.115655], [1.839510, 0.748816, -0.433234], [1.070351, -0.898828, 0.608235], [-0.160304, 0.341635, -0.103315], [1.880174, 0.877834, -1.479628]],
  "forces_ev_per_angstrom": [[-0.866, -0.568, -0.710], [0.656, 0.536, 0.776], [-0.248, 3.605, -3.834], [1.006, -3.643, -0.203], [0.390, -0.146, 1.842], [0.448, -1.250, 0.232], [-1.385, 1.466, 1.898]],
  "lowdin_charge": [-0.33, -0.45, -0.16, -0.08, 0.03, -0.05, 0.03]
}



[3]
{
  "formula": "CH4O2P2",
  "method": "the ωB97M-V functional and the def2-TZVPD basis",
  "lumo_energy_ha": 0.000,
  "charge": 0,
  "smiles": "O=POCP",
  "homo_ha": -0.3667,
  "multiplicity": 1,
  "species": ["O", "P", "O", "C", "P", "H", "H", "H", "H"],
  "positions_angstrom": [[3.359488, 0.208248, 0.095584], [2.065001, -0.394124, 0.220137], [1.007062, 0.870330, -0.176395], [-0.576923, 0.540546, -0.247676], [-0.923650, -1.202717, -0.171112], [-0.914933, 1.334336, 0.529055], [-0.692970, 1.018242, -1.313734], [-2.292626, -1.130718, -0.131218], [-1.030453, -1.244146, 1.195357]],
  "forces_ev_per_angstrom": [[2.244, 0.469, -0.058], [-2.966, 1.420, -0.399], [-1.258, -2.786, 0.582], [2.780, 5.207, -1.146], [0.266, -1.326, -0.275], [0.036, -1.834, -1.302], [-0.471, -1.181, 2.041], [-1.131, 0.347, -0.591], [0.498, -0.317, 1.149]],
  "lowdin_charge": [-0.44, 0.76, -0.51, -0.53, 0.73, 0.10, 0.10, -0.12, -0.11]
}